{"formula": "C37H31CoN11S2", "method": "ωB97M-V/def2-TZVPD", "e_above_lowest_kj_mol": 0.0, "homo_lumo_gap_ev": [6.9, 6.9], "charge": 0, "spin_multiplicity": 2, "e_lumo_ev": [-0.456, -0.442], "s_squared": 0.76, "e_tot_ev": -114564.65412, "elements": ["H", "C", "N", "H", "H", "H", "C", "H", "N", "N", "H", "H", "C", "C", "N", "H", "C", "C", "H", "C", "C", "C", "H", "C", "N", "N", "C", "C", "H", "H", "C", "C", "C", "H", "H", "H", "H", "H", "H", "C", "N", "H", "C", "H", "C", "C", "C", "C", "H", "C", "H", "C", "C", "C", "C", "H", "N", "H", "N", "C", "C", "H", "H", "C", "C", "H", "C", "H", "C", "H", "C", "S", "N", "S", "H", "N", "Co", "H", "C", "C", "C", "C"], "coordinates": [[0.355, 3.130, 1.939], [-0.107, 2.025, -4.759], [1.540, 0.270, 2.616], [2.874, 1.973, -3.156], [1.442, -0.636, -1.734], [-2.269, 2.542, -1.846], [2.619, 2.120, -5.283], [5.257, -0.396, 0.191], [-0.823, -0.046, -2.694], [-0.744, 0.773, 1.980], [0.899, -7.603, 2.860], [1.659, 4.284, -2.628], [0.281, 0.466, 2.831], [2.165, 2.023, -3.975], [-2.566, 1.888, 0.080], [4.041, 0.149, 2.301], [-1.599, 0.687, 4.135], [-3.017, 2.384, -1.079], [-1.921, -1.812, -3.877], [1.400, 4.059, -1.604], [0.862, -5.694, 0.198], [0.392, -6.060, 1.484], [-4.635, 3.073, -2.291], [-0.247, 0.423, 4.215], [1.402, -0.125, 0.261], [0.359, -3.511, 0.792], [-2.406, 0.690, 5.255], [0.347, 2.134, -6.063], [0.362, -3.378, -1.956], [-2.604, -2.643, -2.526], [0.369, 0.142, 5.418], [0.750, 2.871, -1.293], [-4.339, 2.676, -1.330], [-5.477, 1.761, 1.719], [-2.394, 0.394, 7.378], [0.006, -0.081, 7.519], [3.894, -0.850, -1.883], [-0.638, -7.833, 2.047], [-0.365, 2.177, -6.878], [-0.432, 0.141, 6.554], [0.395, 2.578, -0.029], [3.682, 2.148, -5.483], [1.696, 4.943, -0.578], [-6.317, 2.634, -0.468], [1.709, 2.180, -6.328], [-4.814, 1.949, 0.888], [1.230, -3.804, -1.450], [0.347, 1.870, -2.300], [2.202, 5.874, -0.797], [-1.900, 0.941, 2.705], [1.546, 5.291, 1.546], [-0.112, -3.876, 2.042], [-3.445, 1.692, 1.073], [-1.798, 0.411, 6.474], [1.333, 4.628, 0.720], [1.964, -3.007, -1.312], [-0.070, -5.201, 2.358], [1.661, -4.580, -2.078], [-3.086, 1.285, 2.343], [-1.478, -1.019, -2.065], [0.800, 1.976, -3.705], [1.427, -0.079, 5.460], [0.871, -8.142, 1.164], [2.060, -0.459, -0.861], [2.111, 0.062, 1.386], [-1.167, 1.967, -4.552], [3.429, -0.576, -0.946], [2.061, 2.260, -7.349], [4.177, -0.328, 0.207], [1.232, -6.428, -0.502], [-5.263, 2.435, -0.316], [-1.773, -1.163, -0.387], [-1.914, -2.010, -2.890], [-0.657, -2.684, 3.049], [0.246, -2.525, 0.571], [-0.393, 0.912, -1.844], [-0.626, 0.825, 0.071], [-3.465, 0.894, 5.174], [0.674, 3.430, 0.949], [0.820, -4.371, -0.131], [0.391, -7.502, 1.902], [3.519, -0.019, 1.370]]}

{"formula": "C37H31F5N4O2STi", "method": "ωB97M-V/def2-TZVPD", "e_above_lowest_kj_mol": 0.0, "homo_lumo_gap_ev": [4.2, 6.0], "charge": -2, "spin_multiplicity": 3, "e_lumo_ev": [4.173, 4.153], "s_squared": 2.03, "e_tot_ev": -96470.50711, "elements": ["H", "C", "C", "C", "C", "H", "H", "H", "C", "H", "C", "H", "H", "H", "N", "C", "C", "C", "F", "C", "C", "H", "C", "H", "N", "H", "C", "C", "H", "F", "N", "H", "C", "H", "C", "H", "F", "H", "C", "C", "H", "C", "C", "H", "C", "C", "C", "H", "H", "H", "C", "C", "H", "C", "H", "C", "F", "S", "C", "H", "C", "H", "C", "H", "H", "H", "H", "N", "O", "Ti", "O", "C", "C", "C", "F", "C", "H", "C", "C", "C", "H"], "coordinates": [[-3.860, -0.035, 0.172], [-2.057, 6.949, -3.202], [0.381, -1.452, 3.285], [0.461, 5.608, -3.094], [-1.280, 6.808, -4.336], [-1.545, -2.497, -1.840], [2.819, 0.290, -2.202], [6.366, 1.640, 2.689], [1.366, 0.823, 3.033], [2.965, 1.941, -2.785], [4.707, -3.302, 2.054], [0.095, -2.232, 3.998], [1.532, -1.352, 5.669], [2.822, 0.508, 6.645], [2.433, -0.862, 0.221], [-2.549, 1.150, -1.063], [1.565, -3.531, -2.187], [2.092, 1.866, 3.617], [0.629, 6.075, -5.427], [5.577, 1.111, 2.168], [-1.112, 2.425, -2.556], [-2.483, -0.972, 2.546], [-1.583, 6.430, -2.009], [4.410, 1.066, -2.238], [0.331, -2.012, -1.020], [5.175, 2.725, 0.811], [1.694, -0.444, 5.094], [-2.214, 3.076, -3.058], [-0.109, 2.675, -2.885], [-2.325, 6.565, -0.895], [0.044, -1.648, 1.987], [5.723, -3.091, 2.397], [1.147, -0.379, 3.791], [-1.037, -3.090, 0.907], [2.417, 0.598, 5.643], [5.677, -0.613, 3.439], [-3.246, 7.591, -3.256], [3.692, -2.213, -0.713], [-3.650, 1.830, -1.612], [3.521, -0.212, 0.871], [-0.187, -4.346, -3.287], [-2.801, 0.161, -0.044], [3.345, 1.232, -2.047], [-4.638, 1.588, -1.230], [-2.312, -1.482, 1.590], [-0.363, 5.783, -1.967], [3.118, 1.793, -0.643], [-2.071, 3.838, -3.815], [3.183, 2.587, 5.314], [-3.236, -1.998, 1.293], [-1.141, -2.451, 1.788], [2.669, -1.866, -0.555], [2.051, 1.793, -0.417], [-1.245, 1.452, -1.543], [-4.362, 3.310, -2.985], [-3.502, 2.782, -2.592], [0.020, 5.307, -0.777], [1.975, 4.783, -3.010], [1.593, -2.503, -1.236], [4.398, -4.260, 2.479], [-0.061, 6.160, -4.274], [2.413, -4.086, -2.560], [4.906, 1.721, 1.117], [3.414, 2.844, -0.634], [3.700, -2.124, 3.554], [4.746, -3.414, 0.969], [-1.364, -3.084, 2.660], [-1.910, -0.499, 0.600], [0.879, 0.954, 1.823], [0.296, -0.317, 0.402], [-0.184, 0.855, -1.088], [2.615, 1.761, 4.901], [4.161, -0.833, 1.945], [0.226, -3.662, -2.561], [-1.724, 7.321, -5.506], [5.198, -0.152, 2.582], [2.733, -2.423, 2.132], [3.862, 1.084, 0.457], [3.745, -2.187, 2.464], [-0.484, -2.707, -1.820], [2.242, 2.762, 3.027]]}

{"formula": "C37H31FLuN6O4", "method": "ωB97M-V/def2-TZVPD", "homo_lumo_gap_ev": 7.6, "charge": 1, "e_lumo_ev": -2.694, "e_tot_ev": -92343.09088, "elements": ["C", "N", "O", "H", "H", "C", "H", "H", "H", "H", "C", "H", "H", "C", "C", "N", "C", "H", "H", "C", "C", "O", "N", "C", "H", "H", "C", "H", "C", "H", "C", "H", "H", "C", "C", "H", "C", "H", "C", "O", "H", "H", "H", "C", "C", "C", "Lu", "H", "H", "C", "N", "C", "C", "H", "C", "O", "F", "H", "H", "H", "N", "C", "H", "H", "C", "C", "H", "C", "H", "C", "C", "C", "C", "C", "C", "C", "C", "N", "C", "C"], "coordinates": [[1.523, 1.635, -0.166], [-2.828, -2.564, -0.966], [1.327, 0.680, 0.622], [-4.948, -1.030, 1.981], [-5.138, -3.084, -1.752], [-1.330, -3.264, -3.234], [4.758, 6.236, -1.528], [-0.295, -4.800, 5.220], [-7.576, -3.394, -1.461], [-1.278, -2.482, -3.995], [-4.896, -2.041, 0.101], [3.664, -2.715, -3.381], [-0.778, -4.133, -3.594], [0.222, 0.012, 4.887], [-0.472, -1.855, 3.535], [1.085, -2.035, -0.598], [1.599, -2.780, -2.809], [-2.371, -3.527, -3.075], [4.975, 5.054, -2.807], [0.328, -2.213, 5.812], [-6.897, -1.737, 1.410], [-2.843, -0.996, 0.729], [-0.884, -2.305, 2.316], [4.954, 4.091, -0.007], [-1.213, -5.563, 3.032], [4.393, -1.881, -1.132], [0.843, 2.915, -2.122], [0.372, 1.076, 5.027], [4.285, 5.392, -2.029], [-0.425, 1.347, 2.779], [-3.436, -1.845, -0.038], [0.968, -0.472, 6.847], [0.248, 5.332, -3.402], [2.967, 5.806, -2.664], [4.748, 3.086, 0.933], [-1.480, -3.912, 1.201], [3.353, -2.070, -1.354], [5.824, 4.728, 0.083], [-7.632, -2.402, 0.439], [-0.836, 0.132, -1.715], [3.135, 6.530, -3.460], [0.132, 3.092, -2.913], [3.487, 1.496, 1.614], [-5.638, -2.709, -0.871], [2.384, -1.832, -0.394], [-0.312, -0.455, 3.716], [-0.804, -0.714, 0.387], [0.668, 4.141, -4.657], [2.662, -1.450, 0.579], [0.572, 1.984, -1.172], [1.981, 3.635, -2.136], [-1.140, -3.588, 2.178], [1.045, 4.963, -4.049], [1.321, 5.771, -4.724], [-0.975, -4.525, 3.211], [-1.328, 1.357, 0.043], [5.644, 2.933, 1.916], [-7.384, -1.357, 2.299], [-8.697, -2.547, 0.569], [-1.720, 0.369, 2.504], [-0.712, 0.389, 2.647], [2.719, 2.458, -0.145], [0.549, -2.893, 6.625], [1.258, -3.162, -3.760], [-0.200, -2.733, 4.609], [0.687, -2.529, -1.790], [2.986, 4.065, -3.905], [-7.001, -2.883, -0.700], [2.313, 6.267, -1.919], [2.278, 4.575, -3.243], [-5.536, -1.550, 1.237], [2.944, -2.537, -2.593], [3.654, 2.272, 0.880], [-0.761, -2.754, -1.953], [0.558, -0.873, 5.930], [-0.665, 1.156, -1.009], [-0.478, -4.103, 4.412], [-1.476, -2.423, -0.936], [2.915, 3.458, -1.119], [4.058, 4.283, -1.035]]}